# 1
Formula: C3H5NS
Source: the OMol25 dataset
Level of theory: ωB97M-V/def2-TZVPD

```
10
Properties=species:S:1:pos:R:3
C 0.172 1.118 0.480
C -1.113 0.671 -0.344
C -1.163 -0.716 0.074
H -0.001 0.844 1.671
H 0.291 2.238 0.111
H -2.173 1.573 -0.276
H -0.748 0.771 -1.704
H -2.350 -1.102 0.553
N -0.109 -1.300 0.118
S 1.148 -0.104 -0.152
```

Properties
Multiplicity = 1
Lowest unoccupied orbital energy = 0.690 eV
Frontier orbital gap = 0.343 Ha

# 2
Formula: C4H11N2O
Source: the OMol25 dataset
Level of theory: ωB97M-V/def2-TZVPD

```
18
Properties=species:S:1:pos:R:3
C 1.376 1.028 -1.007
O 0.419 1.751 -0.390
C 1.720 -0.278 -0.270
N 2.753 -1.066 -0.973
H 1.134 0.724 -2.057
H 2.348 1.585 -1.108
H 2.007 0.008 0.749
H 0.822 -0.891 -0.196
H 3.584 -0.498 -1.100
H 3.031 -1.859 -0.408
C -2.031 0.702 0.995
C -2.716 -1.489 0.643
N -1.932 -0.722 1.257
H -1.798 1.257 1.902
H -3.034 0.968 0.632
H -1.273 1.013 0.245
H -2.644 -2.562 0.791
H -3.489 -1.111 -0.039
```

Properties
Multiplicity = 1
Lowest unoccupied orbital energy = 3.953 eV
Frontier orbital gap = 0.236 Ha
Charge = -1

# 3
Formula: C12H24AlN6O6
Source: the OMol25 dataset
Level of theory: ωB97M-V/def2-TZVPD

```
49
Properties=species:S:1:pos:R:3
O -1.213 -0.467 -3.458
H -0.891 -1.143 -4.081
Al 0.882 0.131 -0.029
N 2.174 -1.241 -0.709
N -0.168 -1.554 0.096
N 1.249 2.060 0.019
N -0.517 0.888 1.203
O 3.378 -0.920 -0.968
O 1.835 2.575 -1.204
O -1.251 0.160 2.062
O -1.412 -1.697 0.504
C 0.379 -2.665 -0.446
C 1.719 -2.520 -0.860
C 0.387 2.896 0.628
C -0.628 2.213 1.340
C 2.520 -3.624 -1.441
H 2.181 -3.849 -2.461
H 2.395 -4.527 -0.831
H 3.574 -3.349 -1.470
C -0.484 -3.861 -0.523
H -1.409 -3.628 -1.068
H -0.759 -4.213 0.482
H 0.025 -4.677 -1.047
C 0.434 4.369 0.501
C -1.726 2.806 2.139
H 0.891 4.693 -0.441
H 1.018 4.792 1.331
H -0.589 4.771 0.563
H -2.412 2.001 2.426
H -2.267 3.564 1.559
H -1.354 3.294 3.050
H 2.797 2.535 -1.018
H -1.459 -0.713 1.469
C -2.577 -0.241 -3.621
H -3.104 -1.180 -3.799
H -2.761 0.442 -4.456
H -2.961 0.211 -2.709
O 0.326 0.496 -1.721
H -0.353 0.069 -2.373
H 0.761 1.290 -2.112
N 1.043 -0.811 2.651
C 1.581 -0.694 3.867
C 2.734 0.072 3.721
C 2.831 0.392 2.363
N 1.763 -0.136 1.727
H 0.178 -1.281 2.426
H 1.112 -1.151 4.720
H 3.408 0.372 4.497
H 3.578 0.948 1.824
```

Properties
Multiplicity = 1
Lowest unoccupied orbital energy (spin up / spin down) = -4.785 / -4.785 eV
Frontier orbital gap (spin up / spin down) = 0.168 / 0.168 Ha
Charge = +1

# 4
Formula: C35H38BrClI2N6O3PtSTe
Source: the OMol25 dataset
Level of theory: ωB97M-V/def2-TZVPD

```
89
Properties=species:S:1:pos:R:3
Pt 0.398 0.210 0.153
N -2.245 5.777 5.132
C -1.897 4.508 4.761
C -2.760 3.733 3.972
C -2.390 2.466 3.572
C -1.157 1.947 3.950
C -0.298 2.696 4.752
C -0.662 3.965 5.146
S -0.654 0.360 3.426
O 0.004 -0.283 4.518
O -1.802 -0.246 2.778
N 0.401 0.569 2.220
C 1.725 0.844 2.308
N 2.422 1.212 3.365
C 3.726 1.383 3.147
C 4.340 1.206 1.911
C 3.529 0.862 0.848
N 2.229 0.707 1.056
H -3.199 6.074 5.035
H -1.705 6.250 5.833
H -3.728 4.129 3.690
H -3.067 1.862 2.981
H 0.651 2.276 5.059
H 0.004 4.546 5.773
H 4.312 1.678 4.010
H 5.402 1.338 1.785
H 3.894 0.706 -0.160
Cl 2.281 5.236 -1.638
C 1.089 4.410 -0.710
C 0.078 5.099 -0.063
C -0.836 4.371 0.678
C -0.722 2.998 0.726
N 0.256 2.345 0.096
C 1.153 3.033 -0.612
H 0.017 6.176 -0.138
H -1.639 4.857 1.213
H -1.408 2.397 1.303
H 1.929 2.482 -1.122
I 0.969 0.039 -2.398
I 1.015 -1.888 -4.947
Br 1.112 -2.096 0.440
C -3.828 0.995 -0.632
C -2.321 0.820 -0.805
O -1.763 1.632 -1.520
N -1.601 -0.201 -0.191
Te -2.938 -1.760 0.300
C -3.673 -3.393 1.646
C -4.635 -4.044 0.842
C -5.197 -3.674 -0.527
C -5.214 -5.215 1.340
C -4.921 -5.728 2.583
C -5.544 -6.997 3.087
C -4.048 -4.998 3.374
C -3.418 -3.831 2.953
C -2.504 -3.204 3.958
C -2.096 -3.150 -1.035
C -2.278 -2.846 -2.391
C -3.042 -1.664 -2.928
C -1.767 -3.720 -3.345
C -1.079 -4.865 -2.994
C -0.488 -5.768 -4.036
C -0.926 -5.146 -1.641
C -1.411 -4.320 -0.639
C -1.108 -4.755 0.770
H -4.063 1.958 -1.078
H -4.140 0.994 0.414
H -4.408 0.234 -1.151
H -5.226 -2.614 -0.772
H -6.232 -4.009 -0.558
H -4.653 -4.178 -1.326
H -5.939 -5.719 0.711
H -6.235 -7.418 2.359
H -6.091 -6.817 4.013
H -4.779 -7.745 3.301
H -3.833 -5.351 4.376
H -2.611 -3.718 4.910
H -2.738 -2.156 4.117
H -1.460 -3.276 3.658
H -3.554 -1.079 -2.168
H -3.800 -2.008 -3.633
H -2.372 -0.989 -3.466
H -1.918 -3.486 -4.390
H -0.793 -5.473 -5.038
H -0.786 -6.804 -3.872
H 0.602 -5.730 -3.992
H -0.384 -6.039 -1.351
H -0.235 -5.407 0.755
H -1.933 -5.318 1.204
H -0.873 -3.922 1.429
```

Properties
Multiplicity = 2
Lowest unoccupied orbital energy (spin up / spin down) = -4.321 / -4.560 eV
Frontier orbital gap (spin up / spin down) = 0.233 / 0.224 Ha
<S²> = 0.761
Charge = +1

# 5
Formula: C6H13N2
Source: the OMol25 dataset
Level of theory: ωB97M-V/def2-TZVPD

```
21
Properties=species:S:1:pos:R:3
C -0.350 0.376 -2.737
N 0.360 0.038 -1.469
C -0.003 -1.292 -0.814
N -0.046 -0.752 0.495
C -0.210 0.431 0.763
C -0.644 1.782 0.436
C 0.432 -0.381 1.834
C 1.918 -0.205 2.128
H -1.237 0.938 -2.403
H 0.118 0.942 -3.592
H -0.719 -0.626 -3.176
H 1.441 0.149 -1.605
H 0.819 -1.990 -0.892
H -0.902 -1.608 -1.301
H -1.711 1.851 0.553
H -0.312 1.953 -0.613
H -0.115 2.413 1.085
H 0.017 -0.742 2.749
H 2.306 0.708 1.755
H 2.637 -0.928 1.616
H 2.159 -0.204 3.239
```

Properties
Multiplicity = 1
Lowest unoccupied orbital energy = -3.780 eV
Frontier orbital gap = 0.355 Ha
SMILES = CNC[N+]1=C(C)[C@@H]1C
Charge = +1

# 6
Formula: C39H33BCsN12O4
Source: the OMol25 dataset
Level of theory: ωB97M-V/def2-TZVPD

```
90
Properties=species:S:1:pos:R:3
Cs -0.158 -0.211 -0.523
O -4.023 2.130 -2.020
C -3.134 1.340 -1.702
O -2.506 1.194 -0.658
C -2.729 0.341 -2.849
C -3.609 0.077 -3.893
C -3.173 -0.757 -4.909
C -1.914 -1.325 -4.838
C -1.125 -1.033 -3.730
N -1.548 -0.215 -2.805
C 0.255 -1.773 -3.588
O 0.594 -2.387 -4.602
O 0.785 -1.658 -2.488
H -4.583 0.542 -3.896
H -3.819 -0.971 -5.752
H -1.514 -1.990 -5.589
C 2.749 -2.898 1.000
C 1.379 -3.191 1.513
C 0.917 -4.319 2.213
C -0.424 -4.075 2.406
N -0.708 -2.879 1.863
N 0.382 -2.349 1.322
B -2.071 -2.207 1.753
N -1.946 -0.720 2.113
C -2.958 0.149 2.277
C -2.441 1.328 2.760
C -1.063 1.085 2.857
C 0.014 1.989 3.356
N -0.797 -0.153 2.478
N -2.638 -2.469 0.357
C -3.755 -1.982 -0.212
C -3.860 -2.526 -1.471
C -2.733 -3.356 -1.591
C -2.328 -4.223 -2.737
N -2.024 -3.309 -0.477
N -3.025 -2.819 2.812
C -2.929 -2.610 4.137
C -3.954 -3.296 4.751
C -4.643 -3.906 3.690
C -5.859 -4.770 3.753
N -4.061 -3.608 2.537
H 3.463 -3.639 1.357
H 3.068 -1.903 1.309
H 2.735 -2.911 -0.088
H 1.475 -5.182 2.529
H -1.177 -4.673 2.884
H -3.977 -0.114 2.077
H -2.982 2.226 2.994
H -0.279 3.031 3.255
H 0.928 1.816 2.793
H 0.221 1.783 4.408
H -4.418 -1.310 0.294
H -4.635 -2.354 -2.196
H -3.196 -4.505 -3.337
H -1.834 -5.117 -2.360
H -1.613 -3.707 -3.379
H -2.148 -1.994 4.537
H -4.178 -3.351 5.800
H -6.110 -4.996 4.789
H -5.689 -5.702 3.214
H -6.710 -4.270 3.288
N 8.364 7.963 -0.387
C 7.526 7.179 -0.467
C 6.520 6.202 -0.568
C 5.377 6.437 -1.338
C 4.402 5.469 -1.431
C 4.545 4.247 -0.771
C 5.691 4.016 -0.009
C 6.666 4.983 0.103
C 3.488 3.228 -0.876
C 2.253 3.569 -0.322
C 1.990 4.741 0.466
C 0.664 4.684 0.797
C 0.165 3.490 0.196
N 1.102 2.838 -0.443
C 3.818 2.039 -1.526
C 5.058 1.757 -2.197
C 4.936 0.489 -2.694
C 3.638 0.040 -2.304
N 2.993 0.954 -1.628
H 5.271 7.378 -1.858
H 3.511 5.643 -2.018
H 5.796 3.072 0.507
H 7.552 4.812 0.701
H 2.710 5.492 0.743
H 0.104 5.383 1.396
H -0.848 3.130 0.225
H 5.896 2.428 -2.298
H 5.658 -0.068 -3.268
H 3.188 -0.911 -2.515
```

Properties
Multiplicity = 2
Lowest unoccupied orbital energy (spin up / spin down) = 2.580 / 1.173 eV
Frontier orbital gap (spin up / spin down) = 0.192 / 0.140 Ha
<S²> = 0.842
Charge = -2

# 7
Formula: C21H49AlFO4
Source: the OMol25 dataset
Level of theory: ωB97M-V/def2-TZVPD

```
76
Properties=species:S:1:pos:R:3
C 6.345 1.132 2.446
C 6.434 1.602 1.003
C 6.971 0.609 0.012
C 6.079 2.857 0.729
C 5.240 3.357 -0.423
C 3.716 3.198 -0.160
C 2.988 2.208 -1.088
C 3.754 0.867 -1.095
C 1.572 1.916 -0.611
C 0.647 3.146 -0.455
Al -0.237 3.056 1.362
F 1.011 2.405 2.460
C -1.802 1.779 1.458
C -2.794 1.874 0.303
O -4.146 2.090 0.780
H 7.045 1.694 3.070
H 5.324 1.239 2.789
H 6.629 0.085 2.515
H 6.784 -0.398 0.388
H 6.510 0.654 -0.969
H 8.051 0.698 -0.051
H 6.386 3.609 1.450
H 5.422 4.431 -0.491
H 5.559 2.948 -1.382
H 3.254 4.169 -0.304
H 3.575 2.907 0.881
H 2.963 2.648 -2.088
H 4.070 0.678 -0.070
H 4.610 0.907 -1.754
H 3.066 0.063 -1.357
H 1.635 1.346 0.323
H 1.130 1.239 -1.347
H 1.184 4.080 -0.609
H -0.137 3.136 -1.217
H -0.592 4.537 1.911
H -2.353 2.030 2.365
H -1.456 0.748 1.566
H -2.573 2.668 -0.414
H -2.798 0.913 -0.220
H -4.730 1.548 0.238
C 1.452 -2.078 2.416
C 2.631 -1.465 3.158
C 2.351 -0.017 3.524
O 3.807 -1.547 2.346
H 1.262 -1.535 1.486
H 1.664 -3.116 2.150
H 0.545 -2.050 3.023
H 2.837 -2.045 4.060
H 2.184 0.586 2.631
H 3.203 0.418 4.051
H 1.469 0.071 4.159
H 3.639 -1.038 1.544
C -5.579 -1.999 0.411
C -6.800 -1.098 0.330
C -8.067 -1.901 0.070
O -6.615 -0.134 -0.705
H -5.434 -2.528 -0.534
H -4.680 -1.408 0.589
H -5.674 -2.735 1.211
H -6.905 -0.539 1.261
H -7.995 -2.432 -0.884
H -8.932 -1.240 0.007
H -8.243 -2.632 0.861
H -6.515 -0.607 -1.541
C -4.917 -4.615 -4.820
C -4.220 -3.441 -4.148
C -2.991 -3.894 -3.375
O -5.127 -2.776 -3.270
H -5.257 -5.338 -4.072
H -5.799 -4.276 -5.365
H -4.251 -5.126 -5.517
H -3.929 -2.709 -4.902
H -3.273 -4.594 -2.583
H -2.507 -3.043 -2.896
H -2.269 -4.383 -4.030
H -5.398 -3.409 -2.594
```

Properties
Multiplicity = 1
Lowest unoccupied orbital energy = 2.129 eV
Frontier orbital gap = 0.250 Ha
Charge = -1

# 8
Formula: C4H7N3
Source: the OMol25 dataset
Level of theory: ωB97M-V/def2-TZVPD

```
14
Properties=species:S:1:pos:R:3
N -1.677 -0.538 -0.827
C -1.269 0.239 0.163
C 0.145 1.081 0.075
C 1.481 0.516 -0.681
N 1.770 -0.613 -0.404
N 0.747 -1.129 0.257
C -0.124 -0.201 0.863
H -1.307 -0.274 -1.751
H -1.251 -1.562 -0.672
H -2.095 0.979 0.325
H 0.310 2.116 0.572
H 2.476 1.309 -0.814
H 0.813 -1.833 0.994
H -0.021 -0.089 1.899
```

Properties
Multiplicity = 1
Lowest unoccupied orbital energy = 0.926 eV
Frontier orbital gap = 0.339 Ha
SMILES = N[C@@H]1[C@@H]2C=NN[C@H]12

# 9
Formula: C14H19N3S
Source: the OMol25 dataset
Level of theory: ωB97M-V/def2-TZVPD

```
37
Properties=species:S:1:pos:R:3
C 1.259 2.800 4.418
S 0.168 1.428 4.596
C 0.849 0.413 3.410
N 1.575 -0.676 3.866
N 1.733 -1.740 3.115
C 1.324 -1.549 1.854
C 0.671 -0.434 1.341
C 0.031 -0.356 -0.016
C 0.317 0.961 -0.663
C -0.412 1.052 -2.012
C 0.380 0.243 -2.893
C 0.199 -1.193 -2.421
C -1.368 -1.664 -2.354
C -2.042 -0.696 -1.406
C -1.863 0.682 -1.965
C -1.475 -0.846 0.047
C 0.783 -1.308 -0.987
N 0.371 0.503 2.197
H 2.203 2.796 5.062
H 1.632 2.756 3.394
H 0.823 3.741 4.649
H 1.409 -2.465 1.321
H -0.216 1.681 0.002
H 1.365 1.242 -0.551
H -0.287 2.053 -2.361
H 1.425 0.559 -2.866
H 0.194 0.283 -3.947
H 0.740 -1.753 -3.207
H -1.878 -1.636 -3.272
H -1.268 -2.711 -2.076
H -3.105 -0.949 -1.336
H -2.255 0.832 -3.009
H -2.234 1.377 -1.256
H -2.016 -0.129 0.616
H -1.617 -1.872 0.383
H 0.728 -2.388 -0.559
H 1.853 -1.036 -1.115
```

Properties
Multiplicity = 1
Lowest unoccupied orbital energy = 0.153 eV
Frontier orbital gap = 0.332 Ha
SMILES = CSc1nncc([C@]23C[C@H]4C[C@H](C[C@H](C4)C2)C3)n1

# 10
Formula: C5H10O2
Source: the OMol25 dataset
Level of theory: ωB97M-V/def2-TZVPD

```
17
Properties=species:S:1:pos:R:3
C -0.020 -2.332 -0.898
C 0.585 -0.987 -0.583
O 0.855 -0.888 0.796
C 0.827 0.492 1.106
C 0.017 1.141 -0.045
C -1.249 1.847 0.397
O -0.336 0.036 -0.865
H -0.929 -2.460 -0.303
H -0.273 -2.394 -1.960
H 0.686 -3.129 -0.652
H 1.519 -0.814 -1.156
H 0.343 0.613 2.082
H 1.844 0.905 1.160
H 0.658 1.829 -0.618
H -1.814 2.203 -0.469
H -1.009 2.704 1.035
H -1.881 1.154 0.963
```

Properties
Multiplicity = 1
Lowest unoccupied orbital energy = 1.124 eV
Frontier orbital gap = 0.408 Ha
SMILES = C[C@@H]1OC[C@H](C)O1

# 11
Formula: C2H3N2OP
Source: the OMol25 dataset
Level of theory: ωB97M-V/def2-TZVPD

```
9
Properties=species:S:1:pos:R:3
C 2.530 -0.756 -0.067
C 0.612 0.077 -0.036
N 2.652 0.486 0.284
N 1.396 1.000 0.342
O 1.233 -1.070 -0.240
P -1.881 -0.233 0.223
H 3.273 -1.628 -0.095
H -1.607 -1.535 0.742
H -2.087 -0.614 -1.146
```

Properties
Multiplicity = 3
Lowest unoccupied orbital energy (spin up / spin down) = 0.770 / -3.715 eV
Frontier orbital gap (spin up / spin down) = 0.310 / 0.248 Ha
<S²> = 2.010

# 12
Formula: C4H8N3
Source: the OMol25 dataset
Level of theory: ωB97M-V/def2-TZVPD

```
15
Properties=species:S:1:pos:R:3
C -0.783 0.740 0.080
C 0.649 1.026 0.522
C -0.797 -0.738 0.093
C 1.491 -0.125 0.352
N 2.416 -0.913 0.767
N -1.732 -1.569 0.374
N 2.426 -0.522 -0.723
H -1.681 1.162 0.620
H -0.895 1.002 -0.910
H 1.117 1.852 0.017
H 0.552 1.378 1.551
H -1.685 -2.585 0.113
H -2.665 -1.340 0.664
H 2.258 -1.399 -1.319
H 3.139 0.143 -1.039
```

Properties
Multiplicity = 1
Lowest unoccupied orbital energy = -3.529 eV
Frontier orbital gap = 0.324 Ha
Charge = +1

Calculated values (a.u.) of DFT total energy for the records, taken in order: -570.07229 -343.70352 -1493.75980 -6325.65297 -345.52814 -2509.16168 -1472.83908 -320.68579 -1107.24078 -346.98037 -603.87283 -321.05083.